Run one
Entry from OMol25: an isolated molecule of C5H8S (ωB97M-V/def2-TZVPD).

Geometry as ORCA input:
```
! RIJCOSX wB97M-V def2-TZVPD def2/J DEFGRID3
* xyz 0 1
C -0.29 -1.40 -0.19
S -1.56 -0.05 0.04
C -0.36 1.52 0.06
C 0.81 0.57 -0.34
C 2.17 0.00 0.00
C 0.92 -0.62 0.41
H -0.27 -1.67 -1.18
H -0.62 -2.10 0.51
H -0.30 1.89 1.15
H -0.72 2.11 -0.79
H 0.85 0.50 -1.43
H 2.86 -0.26 -0.88
H 2.78 0.37 0.81
H 0.81 -0.38 1.54
*
```

Values from the calculation:
Gap between HOMO and LUMO (eV): 9.57

Run two
Entry from OMol25: an isolated molecule of C5H8S (ωB97M-V/def2-TZVPD).

Geometry as ORCA input:
```
! RIJCOSX wB97M-V def2-TZVPD def2/J DEFGRID3
* xyz 0 1
S 1.94 -0.01 -0.16
C 0.29 -0.08 0.64
C -0.48 1.25 0.16
C -1.82 0.70 -0.23
C -1.84 -0.62 -0.23
C -0.56 -1.25 0.14
H 1.68 0.13 -1.48
H 0.45 0.03 1.72
H 0.10 1.74 -0.60
H -0.61 1.95 0.96
H -2.67 1.32 -0.52
H -2.66 -1.25 -0.50
H -0.13 -1.71 -0.80
H -0.76 -1.99 0.92
*
```

Values from the calculation:
Gap between HOMO and LUMO (eV): 9.91

Which one sits at the bottom of the stability order? run one does.

Run one
Entry from OMol25: a cluster of 2 separate species, C5H8S in total (ωB97M-V/def2-TZVPD).

Geometry as ORCA input:
```
! RIJCOSX wB97M-V def2-TZVPD def2/J DEFGRID3
* xyz 0 1
C 1.71 0.37 0.97
C 2.10 -0.19 -0.02
C -1.09 -0.45 -0.89
C 3.00 -0.52 -1.04
C -1.75 0.95 -0.91
S -1.70 -1.42 0.34
H 1.11 0.47 1.88
H 3.39 0.46 -1.43
H 2.55 -1.14 -1.81
H 3.99 -0.97 -0.83
H -1.10 1.55 -1.57
H -1.88 1.26 0.10
H -2.67 0.76 -1.51
H -2.89 -0.91 0.90
*
```

Values from the calculation:
Gap between HOMO and LUMO (eV): 8.84

Run two
Entry from OMol25: an isolated molecule of C5H8S (ωB97M-V/def2-TZVPD).

Geometry as ORCA input:
```
! RIJCOSX wB97M-V def2-TZVPD def2/J DEFGRID3
* xyz 0 1
C -2.80 0.33 0.19
C -1.53 0.06 0.57
S -0.35 -0.54 -0.60
C 1.22 -0.02 0.02
C 2.08 -0.92 0.52
C 1.61 1.43 -0.15
H -3.18 -0.12 -0.78
H -3.48 0.74 0.92
H -1.27 0.12 1.64
H 1.75 -2.00 0.66
H 3.11 -0.66 0.80
H 2.65 1.50 -0.04
H 1.35 1.78 -1.11
H 1.17 2.08 0.61
*
```

Values from the calculation:
Gap between HOMO and LUMO (eV): 9.30

Which one sits at the bottom of the stability order? run one does.

Run one
Entry from OMol25: a cluster of 2 separate species, C5H8S in total (ωB97M-V/def2-TZVPD).

Geometry as ORCA input:
```
! RIJCOSX wB97M-V def2-TZVPD def2/J DEFGRID3
* xyz 0 1
C -1.23 -1.45 -1.57
C -0.50 -0.94 -0.74
C -0.93 0.48 1.76
C 0.82 1.07 -0.87
C 0.41 -0.12 -0.08
S 1.75 -0.80 0.94
H -2.02 -1.76 -2.25
H -1.59 1.17 1.46
H 0.04 0.98 2.19
H -1.16 -0.49 2.07
H -0.03 1.57 -1.37
H 1.49 1.66 -0.33
H 1.28 0.71 -1.75
H 1.68 -2.08 0.55
*
```

Values from the calculation:
Gap between HOMO and LUMO (alpha / beta) (eV): 8.04 / 8.04

Run two
Entry from OMol25: an isolated molecule of C5H8S (ωB97M-V/def2-TZVPD).

Geometry as ORCA input:
```
! RIJCOSX wB97M-V def2-TZVPD def2/J DEFGRID3
* xyz 0 1
C 3.08 -0.50 -0.15
C 1.76 0.31 -0.05
C 0.50 -0.30 0.26
C -0.80 0.27 0.26
C -0.80 1.66 -0.04
S -2.05 -0.79 -0.12
H 3.64 -0.59 0.88
H 2.71 -1.51 -0.09
H 3.88 -0.19 -0.85
H 1.93 1.38 -0.28
H 0.54 -1.37 0.69
H -0.19 2.29 0.82
H -0.31 1.96 -1.01
H -1.83 2.02 0.09
*
```

Values from the calculation:
Gap between HOMO and LUMO (eV): 7.50

Which one sits at the bottom of the stability order? run one does.

Run one
Entry from OMol25: a cluster of 3 separate species, C7H14O3 in total (ωB97M-V/def2-TZVPD).

Geometry as ORCA input:
```
! RIJCOSX wB97M-V def2-TZVPD def2/J DEFGRID3
* xyz 0 1
C 2.63 0.86 -0.17
C 1.22 0.19 -0.55
C 0.04 1.30 -0.08
C -1.27 0.60 0.45
C -1.56 -0.58 -0.56
C -0.36 -1.64 -0.49
C 1.07 -1.27 0.08
H 2.94 1.47 -1.19
H 3.48 -0.03 -0.24
H 2.36 1.35 0.82
H 1.35 0.04 -1.67
H 0.58 2.03 0.61
H -0.49 1.74 -0.87
H -1.26 0.14 1.43
H -3.41 0.97 1.73
H -1.75 -0.12 -1.57
H -3.10 0.00 0.24
H -0.14 -2.15 -1.42
H -0.67 -2.44 -0.01
H 1.95 -1.99 0.13
H 1.13 0.24 2.04
O -2.48 1.55 0.10
O -2.81 -1.07 -0.23
O 0.54 -1.18 1.42
*
```

Values from the calculation:
Gap between HOMO and LUMO (eV): 6.45

Run two
Entry from OMol25: an isolated molecule of C7H14O3 (ωB97M-V/def2-TZVPD).

Geometry as ORCA input:
```
! RIJCOSX wB97M-V def2-TZVPD def2/J DEFGRID3
* xyz 0 1
C -1.50 1.17 0.91
C -0.16 0.65 0.51
C 0.70 1.73 -0.14
O 0.52 0.03 1.66
C 1.73 -0.65 1.35
O 1.50 -1.83 0.54
C 0.80 -1.46 -0.61
C -0.40 -0.63 -0.44
C -1.08 -0.40 -1.86
O -1.40 -1.54 0.21
H -2.20 1.11 0.15
H -1.50 2.22 1.26
H -1.79 0.50 1.74
H 0.95 2.54 0.52
H 1.56 1.24 -0.63
H 0.06 2.21 -0.84
H 2.48 -0.01 0.97
H 2.18 -0.92 2.37
H 0.47 -2.40 -1.06
H 1.60 -0.90 -1.18
H -2.13 -0.14 -1.84
H -0.43 0.49 -2.12
H -0.87 -1.25 -2.63
H -1.09 -1.75 1.16
*
```

Values from the calculation:
Gap between HOMO and LUMO (eV): 10.49

Which one sits at the bottom of the stability order? run one does.

Run one
Entry from OMol25: a cluster of 2 separate species, C7H14O3 in total (ωB97M-V/def2-TZVPD).

Geometry as ORCA input:
```
! RIJCOSX wB97M-V def2-TZVPD def2/J DEFGRID3
* xyz 0 1
C 1.76 2.19 1.29
C 0.81 1.27 0.55
C 0.57 1.64 -0.93
C 1.48 -0.13 0.70
C -0.57 1.38 1.25
O -1.28 0.43 1.47
H 1.73 3.21 1.17
H 1.98 1.84 2.21
H 2.70 2.07 0.67
H 1.45 2.08 -1.35
H -0.23 2.36 -1.00
H 0.22 0.74 -1.44
H 2.58 0.04 0.78
H 1.03 -0.57 1.55
H 1.25 -0.79 -0.16
H -0.87 2.48 1.46
C -2.08 -3.29 -1.60
C -1.46 -2.02 -0.92
O -0.70 -1.19 -1.44
O -1.98 -1.88 0.28
H -1.57 -4.18 -1.44
H -3.13 -3.35 -1.33
H -2.13 -3.10 -2.64
H -1.57 -1.24 0.85
*
```

Values from the calculation:
Gap between HOMO and LUMO (eV): 10.80

Run two
Entry from OMol25: a cluster of 2 separate species, C7H14O3 in total (ωB97M-V/def2-TZVPD).

Geometry as ORCA input:
```
! RIJCOSX wB97M-V def2-TZVPD def2/J DEFGRID3
* xyz 0 1
O -2.43 1.78 -0.32
C -1.07 1.43 -0.52
C -0.62 0.53 0.61
C -1.45 -0.76 0.76
C -0.49 -1.74 1.44
C 0.84 -1.48 0.74
C 0.83 0.03 0.45
C 1.97 0.85 0.05
O 1.84 0.74 1.42
H -2.72 2.35 -1.04
H -0.94 0.90 -1.49
H -0.45 2.34 -0.55
H -0.67 1.10 1.55
H -2.38 -0.60 1.33
H -1.73 -1.14 -0.23
H -0.41 -1.50 2.51
H -0.82 -2.79 1.36
H 1.73 -1.79 1.29
H 0.86 -2.01 -0.22
H 2.45 0.34 -0.98
H 1.80 1.87 -0.33
O 1.63 -0.37 -2.68
H 0.90 -0.43 -1.86
H 1.34 0.33 -3.28
*
```

Values from the calculation:
Gap between HOMO and LUMO (eV): 10.02

Which one sits at the bottom of the stability order? run two does.

Run one
Entry from OMol25: a cluster of 2 separate species, C5H11P in total (ωB97M-V/def2-TZVPD).

Geometry as ORCA input:
```
! RIJCOSX wB97M-V def2-TZVPD def2/J DEFGRID3
* xyz 0 1
C 2.50 -0.54 -0.24
C 1.97 0.66 -1.08
P 0.95 1.97 -0.80
C 0.42 1.78 0.99
H 3.54 -0.39 -0.14
H 2.05 -0.48 0.74
H 2.32 -1.43 -0.79
H 2.41 0.65 -2.07
H 0.11 0.79 1.44
H 1.16 2.13 1.76
H -0.49 2.36 0.93
C -3.51 -1.12 0.06
C -2.29 -1.36 -0.35
H -4.18 -1.94 -0.04
H -3.73 -0.17 0.43
H -1.40 -0.62 -0.19
H -1.83 -2.29 -0.64
*
```

Values from the calculation:
Gap between HOMO and LUMO (eV): 9.70

Run two
Entry from OMol25: an isolated molecule of C5H11P (ωB97M-V/def2-TZVPD).

Geometry as ORCA input:
```
! RIJCOSX wB97M-V def2-TZVPD def2/J DEFGRID3
* xyz 0 1
C 0.99 0.48 -0.90
C 1.18 -1.48 0.68
C -0.30 1.43 1.57
C 0.88 -1.14 -0.69
C -1.96 0.20 -0.50
P -0.52 1.32 -0.18
H 1.10 0.79 -1.93
H 1.89 0.91 -0.40
H 2.14 -1.57 1.05
H 0.40 -1.48 1.34
H -1.16 1.48 2.13
H 0.60 1.99 2.05
H 1.45 -1.60 -1.59
H -0.10 -1.30 -1.01
H -2.88 0.76 -0.25
H -1.83 -0.02 -1.54
H -1.87 -0.77 0.17
*
```

Values from the calculation:
Gap between HOMO and LUMO (alpha / beta) (eV): 8.04 / 7.34

Run three
Entry from OMol25: an isolated molecule of C5H11P (ωB97M-V/def2-TZVPD).

Geometry as ORCA input:
```
! RIJCOSX wB97M-V def2-TZVPD def2/J DEFGRID3
* xyz 0 1
C 1.76 0.33 -0.61
C 0.31 0.91 -0.29
C -0.15 0.96 1.15
C -0.64 -0.17 0.11
C -0.26 -1.65 0.31
P -2.34 0.04 -0.22
H 1.53 -0.29 -1.47
H 2.20 -0.15 0.28
H 2.50 0.96 -1.05
H -0.05 1.67 -0.95
H 0.57 0.55 1.84
H -0.77 1.73 1.53
H -0.73 -1.89 1.26
H 0.84 -1.71 0.58
H -0.45 -2.34 -0.41
H -2.07 -0.41 -1.55
H -2.25 1.44 -0.52
*
```

Values from the calculation:
Gap between HOMO and LUMO (eV): 9.91

Which one sits at the bottom of the stability order? run two does.

Run one
Entry from OMol25: a cluster of 2 separate species, C5H13NO3 in total (ωB97M-V/def2-TZVPD).

Geometry as ORCA input:
```
! RIJCOSX wB97M-V def2-TZVPD def2/J DEFGRID3
* xyz 0 1
C 1.19 -0.81 1.36
C 0.43 0.48 1.03
C -0.88 0.60 1.80
O -0.61 1.07 3.11
N 0.15 0.58 -0.43
C 0.56 1.82 -1.10
C -0.43 -0.42 -1.11
O -0.62 -0.31 -2.33
H 1.54 -0.81 2.39
H 2.03 -0.93 0.69
H 0.50 -1.67 1.32
H 1.10 1.34 1.30
H -1.55 1.35 1.38
H -1.42 -0.35 1.86
H -0.30 0.35 3.69
H 1.66 1.95 -0.96
H 0.02 2.70 -0.70
H 0.33 1.73 -2.18
H -0.67 -1.29 -0.58
O -1.18 -2.76 -3.31
H -0.98 -1.83 -2.98
H -0.89 -2.79 -4.23
*
```

Values from the calculation:
Gap between HOMO and LUMO (eV): 10.25

Run two
Entry from OMol25: a cluster of 2 separate species, C5H13NO3 in total (ωB97M-V/def2-TZVPD).

Geometry as ORCA input:
```
! RIJCOSX wB97M-V def2-TZVPD def2/J DEFGRID3
* xyz 0 1
C 1.99 0.35 -0.57
C 0.84 1.35 -0.42
C -0.77 0.96 -0.61
C -1.64 0.65 0.61
O -0.82 -0.15 -1.44
O -1.32 2.08 -1.26
H 1.97 -0.43 0.19
H 2.93 0.89 -0.47
H 1.98 -0.13 -1.55
H 1.00 2.18 -1.11
H 0.89 1.79 0.58
H -1.34 -0.26 1.12
H -2.65 0.51 0.22
H -1.64 1.47 1.33
H -0.11 0.23 -2.07
H -1.83 2.61 -0.64
N -0.15 -2.48 0.38
C 0.34 -2.24 1.61
O 0.52 -3.06 2.47
H -0.35 -1.74 -0.28
H -0.39 -3.43 0.15
H 0.54 -1.16 1.76
*
```

Values from the calculation:
Gap between HOMO and LUMO (eV): 10.48

Which one sits at the bottom of the stability order? run two does.

Run one
Entry from OMol25: a cluster of 2 separate species, C5H13NO3 in total (ωB97M-V/def2-TZVPD).

Geometry as ORCA input:
```
! RIJCOSX wB97M-V def2-TZVPD def2/J DEFGRID3
* xyz 0 1
C -0.58 2.05 -0.31
C -0.95 0.71 0.27
O -1.01 0.55 1.52
N -1.07 -0.32 -0.58
C -0.66 -0.24 -1.97
C -1.27 -1.66 -0.05
H -0.48 2.76 0.50
H -1.38 2.40 -0.97
H 0.36 1.99 -0.86
H -1.09 0.64 -2.44
H -1.01 -1.13 -2.49
H 0.43 -0.19 -2.04
H -0.35 -2.24 -0.14
H -2.05 -2.17 -0.62
H -1.54 -1.58 0.99
O 1.80 -0.38 0.04
C 1.82 0.20 1.33
O 1.97 -0.78 2.33
H 2.53 -1.02 -0.02
H 2.72 0.83 1.42
H 0.70 0.73 1.59
H 1.10 -1.16 2.50
*
```

Values from the calculation:
Gap between HOMO and LUMO (eV): 9.86

Run two
Entry from OMol25: a cluster of 2 separate species, C5H13NO3 in total (ωB97M-V/def2-TZVPD).

Geometry as ORCA input:
```
! RIJCOSX wB97M-V def2-TZVPD def2/J DEFGRID3
* xyz 0 1
C -2.72 0.50 1.10
C -1.45 0.89 0.99
O -0.98 2.11 1.13
N -0.34 -0.06 0.65
C -0.56 -0.59 -0.86
C -0.32 -1.20 1.59
O 0.83 0.62 0.76
H -3.03 -0.52 0.96
H -3.47 1.23 1.33
H 0.04 1.93 1.02
H -1.59 -0.94 -0.85
H -0.52 0.20 -1.60
H 0.14 -1.41 -0.98
H 0.54 -1.82 1.36
H -1.24 -1.78 1.51
H -0.21 -0.82 2.60
C 2.72 0.11 -2.00
O 1.64 0.96 -1.71
H 2.58 -0.90 -1.59
H 3.66 0.52 -1.62
H 2.79 0.04 -3.09
H 1.50 0.95 -0.71
*
```

Values from the calculation:
Gap between HOMO and LUMO (eV): 9.77

Which one sits at the bottom of the stability order? run two does.